Entry from the Open Molecules 2025 dataset: a molecular structure, C21H19N2OSV at a distorted geometry (ωB97M-V/def2-TZVPD).

Positions of all 45 atoms, in Å:
1 H 0.6115 -4.6637 -2.0876
2 C 1.0351 -2.5894 -1.7137
3 O 0.6943 -1.5557 -1.1019
4 V 0.2826 0.0321 -0.2484
5 C 2.9761 2.0491 -3.1184
6 H 5.1076 2.3144 -3.0750
7 C 1.8884 1.5832 -2.4044
8 H 3.1092 -2.2087 -2.0354
9 N -0.2210 1.9904 0.8366
10 C 4.3600 1.4010 -1.2797
11 C 0.2521 3.3083 0.9238
12 H 2.5063 5.6261 -0.0416
13 H 5.3197 1.3135 -0.7912
14 S -1.7818 3.2088 2.4896
15 C 1.3459 3.8670 0.2577
16 C -1.3967 -0.4855 0.9052
17 H 1.1749 7.0245 1.4936
18 H -3.4676 1.1426 3.1051
19 H 1.9492 3.2866 -0.4188
20 H -1.6498 -2.5623 0.3899
21 C -3.6603 -0.9127 2.5482
22 C -3.1386 -1.9449 1.7801
23 C -0.1761 5.4558 2.0099
24 C 4.2355 1.9556 -2.5449
25 H -0.8105 -3.6492 -1.7995
26 H 2.4399 -3.4594 -3.0908
27 C -2.0257 -1.7300 0.9741
28 C 2.2269 -2.5094 -2.6058
29 C -0.4897 4.1179 1.7901
30 H -3.6031 -2.9226 1.8108
31 C -1.9487 0.5329 1.6930
32 H 2.0719 -1.7546 -3.3807
33 H 0.8858 1.6551 -2.8110
34 N 2.0011 1.0485 -1.1830
35 H -4.5254 -1.0790 3.1753
36 H 2.8302 2.4795 -4.0985
37 H -0.7644 6.0628 2.6846
38 C 0.9063 5.9881 1.3436
39 H 3.2733 0.5372 0.3608
40 C 0.2274 -3.8261 -1.5092
41 C 1.6591 5.1939 0.4742
42 C -1.2733 1.8267 1.6082
43 H 0.2263 -4.1037 -0.4530
44 C -3.0619 0.3357 2.5053
45 C 3.2194 0.9600 -0.6362

lowest unoccupied orbital energy (spin up / spin down)	-3.08 / -3.03	eV
⟨S²⟩	0.85
net charge	+1
multiplicity	2
energy above the lowest of the compared OMol25 structures with the same formula, charge and spin	14.7	kJ/mol
HOMO level (spin up / spin down)	-0.39504 / -0.34579	hartree

Results of the Löwdin charge analysis, in e, for atoms 1 through 2: atom 1 (H): 0.087, atom 2 (C): -0.404